a | DFT (wB97M-V/def2-TZVPD) results for 2 unconnected molecules or ions with the total composition CH3FN2O.

Atoms and positions in Å:
N -1.2877 1.7262 -0.0003
C -0.3740 1.0605 -0.1604
N 0.7982 0.3178 -0.2573
O 1.9567 -0.4595 0.5880
H 0.7895 -0.1665 -1.1491
H 2.7021 -0.2498 0.0184
F -2.4371 -1.2816 0.0686
H -2.1478 -0.9472 0.8922

The spin multiplicity is 1. The HOMO energy is -10.428 eV. Its structure (SMILES) is N#CNO.F. The calculation puts the LUMO energy at -1.1 eV.

=====

b | DFT (wB97M-V/def2-TZVPD) results for CH3FN2O in the gas phase.

Atoms and positions in Å:
N -1.1127 -0.5745 0.0403
C 0.2099 -0.3991 0.0403
O 0.9695 -1.5440 0.0465
N 0.7871 0.8896 0.1294
F 2.1911 0.9867 0.0224
H -1.7205 0.2322 -0.1600
H -1.6939 -1.4007 -0.1274
H 0.3693 1.8099 0.0086

The spin multiplicity is 1. The HOMO energy is -9.731 eV. Its structure (SMILES) is NC(=O)NF. The calculation puts the LUMO energy at 0.4 eV.

=====

Relative to the most stable one, in kcal/mol, the structures come out at a 30.3; b 0.0.